{"formula": "C35H43BiClP2Si2", "method": "ωB97M-V/def2-TZVPD", "elements": ["C", "C", "C", "H", "C", "C", "H", "H", "H", "H", "Bi", "Si", "C", "C", "H", "C", "H", "C", "H", "C", "H", "C", "H", "C", "C", "H", "C", "H", "C", "H", "C", "H", "C", "H", "H", "Si", "C", "C", "H", "C", "H", "C", "H", "C", "H", "C", "H", "C", "C", "H", "C", "H", "C", "H", "C", "H", "C", "H", "H", "Cl", "C", "P", "C", "C", "C", "P", "C", "C", "H", "H", "H", "H", "H", "H", "H", "H", "H", "H", "H", "H", "H", "H", "H", "H"], "positions_angstrom": [[-2.01540, -1.17740, 0.86133], [-2.80782, -0.43407, -0.03330], [-2.79152, -1.08148, -1.32047], [-3.43746, 0.42665, 0.21000], [-1.87310, -2.26567, -1.18867], [-1.44090, -2.27832, 0.19159], [-0.91586, -3.09856, 0.67969], [-1.92724, -0.95818, 1.92659], [-3.51092, -0.97886, -2.12840], [-1.82781, -3.11282, -1.87097], [-0.63363, -0.55919, -2.31143], [-0.09088, -0.79355, -5.51140], [-0.17233, 0.76318, -6.65377], [0.85670, 1.01550, -7.58080], [1.75862, 0.40292, -7.58880], [0.76848, 2.07126, -8.49542], [1.59775, 2.27243, -9.18005], [-0.37366, 2.88288, -8.51819], [-0.44011, 3.71264, -9.22367], [-1.42505, 2.61485, -7.63600], [-2.32582, 3.22759, -7.66953], [-1.31460, 1.56608, -6.70809], [-2.13816, 1.38955, -6.01006], [-0.11310, -1.99997, -7.03664], [-1.08001, -1.89654, -8.05932], [-1.94798, -1.25391, -7.92592], [-0.90897, -2.55230, -9.28998], [-1.67012, -2.45827, -10.06965], [0.24799, -3.29130, -9.56200], [0.40459, -3.76955, -10.53652], [1.20220, -3.43652, -8.55217], [2.13659, -3.97059, -8.73409], [0.95080, -2.86872, -7.29860], [1.66242, -3.06590, -6.51622], [-1.28327, -0.96599, -4.60013], [3.14396, 1.69456, -4.73779], [2.83816, -0.14507, -4.99241], [1.52266, -0.66333, -4.47595], [1.18005, 0.07203, -3.69441], [1.45967, -2.09147, -4.13552], [0.65852, -2.50999, -3.49603], [2.54561, -2.93383, -4.42491], [2.41181, -4.00197, -4.24614], [3.76903, -2.41485, -4.84514], [4.62796, -3.09538, -4.90666], [3.88298, -1.04058, -5.16175], [4.85544, -0.66530, -5.52200], [1.67257, 2.83935, -4.79601], [0.62515, 2.92187, -3.87113], [0.55922, 2.18704, -3.06580], [-0.34987, 3.93695, -3.93935], [-1.15311, 3.96732, -3.19666], [-0.28357, 4.91275, -4.93511], [-1.01618, 5.73306, -4.97345], [0.73310, 4.81956, -5.89640], [0.76714, 5.52850, -6.72522], [1.69553, 3.81024, -5.81425], [2.49008, 3.76068, -6.55780], [4.11049, 2.02566, -5.69727], [3.99649, 2.10003, -2.87859], [2.98157, -2.37202, -0.93188], [1.74363, -1.14232, -0.37676], [1.33078, -1.73794, 1.31335], [2.84675, 0.27880, 0.10920], [2.11949, 1.62911, 0.15393], [0.27665, 1.48737, -0.07837], [-0.14339, 3.24270, -0.34449], [-0.08937, 1.38475, 1.71259], [2.48796, -3.34822, -0.96796], [3.35315, -2.10548, -1.93469], [3.83877, -2.41101, -0.23575], [0.41109, -1.26485, 1.67770], [1.14538, -2.81900, 1.26896], [2.14139, -1.52837, 2.03023], [3.30437, 0.01916, 1.07728], [3.64857, 0.32517, -0.64217], [2.28623, 2.14678, 1.11393], [2.48748, 2.28048, -0.65430], [-1.23223, 3.30747, -0.48078], [0.15456, 3.83690, 0.53160], [0.35607, 3.61994, -1.24684], [0.40397, 0.51919, 2.17282], [0.29310, 2.29579, 2.19823], [-1.17370, 1.31111, 1.85356]], "lowdin_charge": [-0.16, -0.17, -0.35, 0.11, -0.36, -0.18, 0.10, 0.11, 0.09, 0.10, 1.51, 0.74, -0.28, -0.10, 0.11, -0.08, 0.11, -0.08, 0.11, -0.08, 0.11, -0.11, 0.10, -0.24, -0.09, 0.10, -0.07, 0.11, -0.08, 0.11, -0.07, 0.11, -0.10, 0.06, -0.04, 0.34, -0.28, -0.46, -0.03, -0.25, 0.05, -0.12, 0.13, -0.08, 0.12, -0.09, 0.12, -0.32, -0.13, 0.03, -0.08, 0.10, -0.07, 0.12, -0.07, 0.11, -0.11, 0.10, -0.01, 0.36, -0.27, 0.78, -0.28, -0.40, -0.41, 0.75, -0.27, -0.27, 0.05, 0.03, 0.06, -0.01, 0.04, 0.06, 0.08, 0.05, 0.09, 0.03, 0.05, 0.06, 0.02, 0.03, 0.06, 0.04], "homo_energy_ev": [-9.42, -9.26], "total_charge": 1, "de_lowest_kj_mol": 182.19, "max_force_ev_per_a": 4.04}